Record 1
{
  "formula": "C22H44O8S",
  "method": "ωB97M-V/def2-TZVPD",
  "smiles": "O=S1(=O)CCCC1.CC(C)=O.CC(C)=O.CC(C)=O.CC(C)=O.CC(C)=O.CC(C)=O",
  "fmax_ev_per_a": 4.32,
  "elements": ["O", "S", "O", "C", "C", "C", "C", "H", "H", "H", "H", "H", "H", "H", "H", "C", "C", "C", "O", "H", "H", "H", "H", "H", "H", "C", "C", "C", "O", "H", "H", "H", "H", "H", "H", "C", "C", "C", "O", "H", "H", "H", "H", "H", "H", "C", "C", "C", "O", "H", "H", "H", "H", "H", "H", "C", "C", "C", "O", "H", "H", "H", "H", "H", "H", "C", "C", "C", "O", "H", "H", "H", "H", "H", "H"],
  "xyz": [[-2.2165, -8.0875, 1.7479], [-1.2799, -7.1825, 1.0597], [0.1539, -7.1306, 1.4049], [-1.4957, -7.4034, -0.7895], [-1.8194, -5.9866, -1.2486], [-2.7243, -5.2652, -0.2279], [-2.0372, -5.3912, 1.1520], [-2.3078, -8.1292, -0.8320], [-0.4836, -7.6308, -1.1242], [-0.8574, -5.4879, -1.3663], [-2.3328, -5.9241, -2.2081], [-3.6940, -5.7630, -0.2305], [-2.9890, -4.3231, -0.7078], [-2.5067, -5.1207, 2.0978], [-1.2277, -4.6614, 1.1365], [-3.9632, 0.9869, 5.8412], [-3.9788, -0.3918, 5.1942], [-3.5136, -1.4994, 6.1323], [-4.1613, -0.5727, 4.0115], [-3.3849, 1.5485, 5.1075], [-3.4153, 0.8973, 6.7793], [-4.9611, 1.4102, 5.9554], [-4.3574, -2.0419, 6.5587], [-2.6650, -1.4901, 6.8164], [-3.3469, -2.3479, 5.4687], [1.9192, 0.9948, -1.0884], [1.0481, 0.1269, -0.1596], [-0.4415, 0.0292, -0.4155], [1.5376, -0.5523, 0.7320], [2.3899, 1.7888, -0.5086], [1.2483, 1.4642, -1.8078], [2.5844, 0.3692, -1.6835], [-0.6584, -0.9134, -0.9181], [-0.9581, 0.9720, -0.5953], [-0.6567, -0.2625, 0.6125], [2.5905, 4.5428, 4.1427], [1.1551, 5.0371, 3.7499], [0.2716, 5.3079, 4.9293], [0.8895, 5.2579, 2.5392], [2.9073, 3.7357, 3.4822], [2.4450, 4.0457, 5.1018], [3.2900, 5.3691, 4.2693], [0.7823, 5.9041, 5.6856], [-0.0886, 4.4144, 5.4393], [-0.5910, 5.8245, 4.5083], [7.5569, 1.0176, 1.0957], [8.9388, 0.3609, 1.2064], [9.0422, -0.7208, 2.2837], [9.8942, 0.7434, 0.5314], [7.6361, 2.0673, 0.8130], [7.0205, 1.0079, 2.0445], [6.9682, 0.4576, 0.3691], [8.8407, -1.6478, 1.7469], [8.2371, -0.6588, 3.0158], [9.9695, -0.8014, 2.8509], [-1.2437, 5.8851, -4.5060], [-2.4428, 5.9922, -5.4452], [-3.2476, 4.7423, -5.6860], [-2.6919, 7.1047, -6.0006], [-0.5609, 5.0518, -4.6715], [-1.5597, 5.8602, -3.4631], [-0.7352, 6.8491, -4.5236], [-3.3642, 4.2167, -4.7383], [-2.7284, 3.9744, -6.2594], [-4.2193, 5.1237, -6.0000], [-2.8079, -0.8063, -6.4486], [-1.7608, -1.8865, -6.3246], [-0.5326, -1.5176, -5.5185], [-1.8301, -3.0631, -6.7622], [-3.7881, -1.2395, -6.6478], [-2.6194, -0.0944, -7.2522], [-3.1250, -0.2262, -5.5820], [-0.3382, -2.3441, -4.8350], [-0.9735, -0.6843, -4.9714], [0.3658, -1.2321, -6.0657]],
  "atomic_forces_ev_per_a": [[1.4, 1.0, -0.8], [-0.3, 0.9, 0.9], [-2.1, -0.2, -0.5], [0.3, 1.1, 1.6], [-0.4, 0.0, 0.0], [-0.4, -1.0, -0.1], [1.1, 0.2, -1.2], [0.4, -0.1, -0.5], [-0.4, -0.9, -0.1], [-0.1, 0.4, 0.1], [0.2, -0.4, -0.1], [-0.1, -0.4, 0.2], [0.5, 0.7, 0.9], [-0.7, -0.9, -0.2], [0.7, -0.4, -0.1], [0.2, -0.6, -0.8], [1.1, 0.3, 0.8], [-0.8, -2.5, -1.5], [-0.3, 0.0, 0.7], [-0.1, 0.6, 0.2], [-0.3, 0.4, 0.0], [0.1, 0.0, 0.1], [-0.5, 0.9, 1.0], [-0.3, 0.9, 0.0], [0.9, 0.0, -0.5], [-1.4, -0.1, 0.1], [1.3, -0.6, -0.4], [0.7, -0.4, 2.3], [-0.3, 0.9, -0.9], [0.4, -0.3, -0.1], [0.0, 0.2, 0.0], [0.4, 0.1, 0.5], [-0.2, 0.6, -0.9], [0.0, -0.4, -0.8], [-1.0, 0.1, 0.2], [-1.8, -0.6, 0.3], [1.9, 0.3, -3.1], [-1.0, 0.4, -0.8], [0.2, -0.7, 3.9], [0.3, 0.5, -0.4], [0.3, 0.2, 0.3], [0.0, -0.1, -0.3], [0.1, 0.1, -0.2], [0.2, -0.2, -0.2], [-0.1, 0.2, 0.4], [0.3, 0.0, 0.1], [1.2, 1.4, 0.3], [-0.5, -0.2, -0.3], [-1.6, -0.9, 1.0], [0.2, -0.2, -0.4], [0.1, -0.3, 0.0], [-0.1, 0.1, -0.1], [0.3, -0.3, 0.1], [-0.1, 0.3, -0.1], [0.2, 0.2, -0.6], [-0.3, 1.1, 0.2], [0.7, 2.9, -1.4], [-0.3, 0.7, 1.0], [0.4, -3.9, 1.8], [-0.2, 0.0, -0.2], [-0.4, -0.5, 0.1], [0.3, -0.2, -0.5], [-0.2, 0.2, 0.3], [-0.2, 0.5, -0.7], [0.0, -0.8, -0.6], [-1.9, -0.4, -0.5], [1.2, -3.4, -0.9], [-1.3, 0.5, 0.5], [-0.7, 3.6, 0.8], [0.1, -0.5, -0.7], [0.4, -0.1, 0.0], [1.2, 0.0, 0.5], [0.2, 0.1, -0.1], [1.1, 0.3, 0.6], [-0.2, 0.0, -0.1]]
}

---

Record 2
{
  "formula": "C6H32O12",
  "method": "ωB97M-V/def2-TZVPD",
  "de_lowest_kcal_mol": 89.7,
  "smiles": "CC/C=C/C=C/O.O.O.O.O.O.O.O.O.O.O.O",
  "fmax_ev_per_a": 2.60,
  "elements": ["C", "C", "C", "C", "C", "C", "O", "H", "H", "H", "H", "H", "H", "H", "H", "H", "H", "O", "H", "H", "O", "H", "H", "O", "H", "H", "O", "H", "H", "O", "H", "H", "O", "H", "H", "O", "H", "H", "O", "H", "H", "O", "H", "H", "O", "H", "H", "O", "H", "H"],
  "xyz": [[3.7621, -0.4754, -2.2744], [3.2157, 0.9175, -1.8975], [1.9722, 0.9828, -1.0528], [1.6521, -0.0243, -0.2130], [0.5811, 0.0910, 0.8690], [0.2233, 1.3624, 1.0985], [-0.7822, 1.8556, 1.8511], [4.5889, -0.5683, -1.5775], [4.1197, -0.4393, -3.2726], [3.0099, -1.2151, -1.9820], [3.1366, 1.5349, -2.7735], [3.9370, 1.4323, -1.2245], [1.3721, 1.8975, -1.0208], [2.2577, -0.8965, -0.1694], [-0.0593, -0.7088, 1.1897], [0.8154, 2.2081, 0.7890], [-1.3340, 1.1531, 2.2726], [2.4491, 0.7287, 3.2923], [1.5942, 0.4908, 2.8752], [2.1611, 1.1567, 4.1088], [2.4313, -2.0830, 3.5172], [2.6416, -1.3061, 4.0538], [2.7287, -1.7407, 2.6659], [-2.9892, 0.3658, 3.5358], [-3.3801, -0.4477, 3.1993], [-2.5284, 0.0643, 4.3316], [-1.0470, 2.9092, -3.6211], [-1.4219, 3.1009, -2.7559], [-1.7818, 2.6154, -4.1711], [-1.0877, 0.2340, -1.2732], [-0.3903, 0.5442, -1.8702], [-0.8536, -0.7147, -1.2000], [-5.0514, 1.3595, 0.0407], [-4.7146, 0.7985, 0.7522], [-4.5658, 2.1771, 0.1955], [-2.2996, -2.9108, -0.6437], [-2.4816, -2.2519, 0.0568], [-2.7513, -2.6431, -1.4463], [-3.0137, -0.4938, 0.2590], [-2.5594, 0.3271, 0.4707], [-3.0538, -0.5414, -0.7000], [-0.0267, -2.0709, -1.8597], [0.4064, -2.5508, -2.5612], [-0.5841, -2.5692, -1.2286], [0.3420, -0.0058, -3.5585], [0.4610, 0.8993, -3.9091], [0.0836, -0.3239, -4.4406], [-0.5019, -1.0231, 3.7003], [-0.8743, -1.8204, 3.3001], [0.1908, -1.3814, 4.2725]],
  "atomic_forces_ev_per_a": [[-0.5, 1.1, 2.3], [0.1, 0.7, 0.8], [-0.3, -1.5, 0.6], [-0.9, 1.4, 1.1], [0.8, 1.6, -1.7], [0.2, -0.2, 1.2], [-1.1, -0.7, 0.5], [0.4, -0.8, -0.2], [0.1, -0.6, -0.9], [0.3, -0.2, -0.9], [-0.2, 0.4, -0.4], [0.1, -0.1, -0.7], [0.3, -0.3, -0.4], [0.3, -0.7, -0.2], [0.2, -0.4, 0.1], [0.2, -0.1, -0.2], [0.5, 0.4, -0.2], [-0.6, 0.0, 0.4], [0.5, 0.1, -0.2], [0.2, 0.1, -0.1], [0.2, 0.1, 0.1], [0.0, -0.1, 0.1], [-0.1, -0.3, -0.2], [-0.1, -0.1, 0.1], [-0.1, 0.1, -0.2], [0.2, 0.2, -0.2], [0.2, 0.0, -0.2], [-0.1, -0.1, 0.0], [0.0, 0.0, 0.2], [-0.6, 0.2, -0.2], [-0.4, -0.3, 0.1], [0.0, 1.0, -0.4], [0.1, 0.3, 0.3], [-0.2, -0.2, -0.3], [-0.2, 0.1, -0.2], [0.4, -0.5, 0.6], [-0.2, 0.0, -0.6], [-0.2, 0.2, 0.0], [-0.6, -0.7, 1.1], [0.3, 0.0, -0.5], [0.2, 0.7, -0.1], [0.1, 0.3, 0.7], [-0.2, -0.6, 0.2], [0.3, -0.8, -0.9], [0.3, 1.0, -2.2], [0.2, 0.3, 1.1], [-0.2, -1.0, 0.5], [-0.2, -0.3, 0.4], [0.1, 0.2, 0.0], [0.1, 0.0, -0.3]]
}

---

no.,gap between HOMO and LUMO (eV)
1,9.59
2,7.85